# 1
{
  "formula": "C6H11NOS",
  "method": "wB97M-V/def2-TZVPD",
  "gap_ha": [0.22751, 0.25118],
  "relative_energy_kj_mol": 132.23,
  "lumo_energy_ev": [0.85, -2.85],
  "s2": 2.0193,
  "mol_weight_g_mol": 145.227,
  "homo_energy_ev": [-5.341, -9.681],
  "spin_multiplicity": 3,
  "symbols": ["C", "C", "C", "C", "C", "C", "N", "O", "S", "H", "H", "H", "H", "H", "H", "H", "H", "H", "H", "H"],
  "xyz": [[-2.82869, -0.30906, 0.38789], [1.87864, -0.21173, 0.67690], [1.95282, 0.88952, -0.40015], [0.35047, -0.44129, 0.82937], [0.92394, 0.42390, -1.44362], [-0.20506, -0.23891, -0.60290], [-2.88172, -1.51334, 0.03860], [-1.35619, 2.01541, 0.41525], [-1.57170, 0.98416, -0.60268], [-3.04507, 0.22310, 1.27311], [2.22443, -1.11133, 0.32297], [2.41688, 0.11838, 1.58092], [1.59997, 1.84663, -0.00261], [2.89136, 0.95893, -0.87287], [0.02483, -1.42006, 1.19793], [0.08204, 0.31848, 1.47001], [0.31919, 1.22820, -1.93183], [1.36759, -0.39366, -2.05335], [-0.79217, -1.19799, -0.96765], [-3.35157, -2.16932, 0.68471]],
  "atomic_forces_ev_per_a": [[-0.642, 1.495, -0.879], [-1.223, 1.976, 0.420], [-1.787, -0.580, 0.049], [1.041, -1.222, -1.414], [-1.171, -1.018, 0.402], [-0.850, -0.661, 0.335], [-0.560, -1.594, 0.290], [0.467, 0.637, -0.011], [-0.780, -2.251, 1.248], [0.133, 0.852, 0.720], [1.649, -2.008, -0.889], [-0.413, -0.465, -0.165], [0.410, -0.048, 0.127], [1.303, 0.425, -0.266], [0.333, 0.283, 0.191], [-1.497, 1.606, 1.469], [1.661, -0.427, -0.796], [-0.353, 1.046, -0.331], [1.471, 1.862, 0.292], [0.810, 0.092, -0.792]],
  "mulliken_spin": [0.68, 0.01, 0.00, -0.02, 0.01, 0.06, 0.59, 0.29, 0.29, 0.03, 0.00, 0.00, 0.00, 0.00, 0.00, 0.00, 0.00, 0.01, -0.01, 0.06]
}

=====

# 2
{
  "formula": "C29H86N6O11",
  "method": "wB97M-V/def2-TZVPD",
  "smiles": "COC[C@H](C)N.COC[C@H](C)N.COC[C@H](C)N.COC[C@H](C)N.COC[C@H](C)N.COC[C@H](C)N.CO.CO.CO.CO.CO",
  "gap_ha": 0.34347,
  "relative_energy_kj_mol": 435.58,
  "lumo_energy_ev": 0.18,
  "mol_weight_g_mol": 695.038,
  "homo_energy_ev": -9.163,
  "symbols": ["C", "O", "C", "C", "C", "N", "H", "H", "H", "H", "H", "H", "H", "H", "H", "H", "H", "C", "O", "C", "C", "C", "N", "H", "H", "H", "H", "H", "H", "H", "H", "H", "H", "H", "C", "O", "C", "C", "C", "N", "H", "H", "H", "H", "H", "H", "H", "H", "H", "H", "H", "C", "O", "C", "C", "C", "N", "H", "H", "H", "H", "H", "H", "H", "H", "H", "H", "H", "C", "O", "C", "C", "C", "N", "H", "H", "H", "H", "H", "H", "H", "H", "H", "H", "H", "C", "O", "C", "C", "C", "N", "H", "H", "H", "H", "H", "H", "H", "H", "H", "H", "H", "C", "O", "H", "H", "H", "H", "C", "O", "H", "H", "H", "H", "C", "O", "H", "H", "H", "H", "C", "O", "H", "H", "H", "H", "C", "O", "H", "H", "H", "H"],
  "xyz": [[9.85750, -9.05613, -2.37846], [9.82753, -8.00338, -3.29980], [8.50961, -7.45111, -3.42005], [8.37205, -6.36171, -4.54625], [8.89442, -5.02165, -4.14461], [6.98061, -6.12612, -4.82617], [10.86585, -9.43547, -2.21280], [9.33430, -9.92045, -2.78749], [9.50148, -8.83763, -1.37168], [7.85001, -8.21888, -3.82448], [8.13089, -7.05869, -2.47630], [8.75238, -6.82717, -5.45554], [8.36599, -4.69732, -3.24814], [8.66395, -4.28146, -4.91084], [9.97812, -4.93235, -4.06899], [6.81549, -5.32474, -5.41830], [6.60921, -6.85045, -5.42410], [-7.61445, 5.18971, 5.35947], [-8.89974, 4.89210, 5.84370], [-9.56837, 5.98031, 6.56667], [-11.10814, 5.78500, 6.53368], [-11.64234, 5.83710, 5.09653], [-11.85161, 6.77880, 7.29314], [-7.14770, 4.43745, 4.72359], [-7.00368, 5.44190, 6.22634], [-7.56330, 6.12383, 4.80008], [-9.19659, 5.97026, 7.59125], [-9.41250, 6.91852, 6.03415], [-11.33518, 4.85988, 7.06350], [-11.31347, 5.10746, 4.35654], [-11.49394, 6.80988, 4.62772], [-12.70316, 5.60630, 5.19400], [-11.64695, 7.69852, 6.92940], [-11.42531, 6.82160, 8.20776], [3.48026, -0.27810, -1.82580], [2.74885, 0.86859, -1.42746], [1.59426, 0.46116, -0.60191], [0.72149, 1.70071, -0.31783], [-0.35885, 1.52729, 0.80787], [0.17464, 2.29020, -1.51542], [4.43821, -0.06795, -2.30147], [2.87208, -0.97238, -2.40562], [3.70951, -0.83298, -0.91604], [0.92941, -0.22192, -1.13057], [1.95350, -0.01411, 0.31087], [1.42486, 2.41604, 0.10841], [0.09926, 1.48909, 1.79619], [-1.10529, 0.75327, 0.62951], [-0.95278, 2.42149, 0.99697], [-0.52353, 1.64858, -1.86325], [0.84035, 2.19498, -2.26899], [-6.59284, -0.52664, 0.17484], [-6.07536, -0.50721, -1.20152], [-5.04773, -1.42020, -1.44302], [-4.53760, -1.50467, -2.90345], [-3.68110, -2.72295, -3.17941], [-3.78919, -0.34544, -3.29033], [-6.78481, -1.53048, 0.55372], [-7.49525, 0.05794, 0.35378], [-5.73708, -0.16852, 0.74715], [-4.20242, -1.39410, -0.75536], [-5.53482, -2.37217, -1.23187], [-5.47907, -1.53451, -3.45195], [-2.75054, -2.68088, -2.61339], [-3.54701, -2.91983, -4.24307], [-4.24685, -3.59837, -2.86055], [-4.55889, 0.29389, -3.42778], [-3.36780, -0.45963, -4.20110], [5.29861, -4.52764, 2.99819], [6.58405, -4.35585, 3.58643], [7.56521, -5.21905, 3.03726], [9.04215, -4.77768, 3.28540], [10.02132, -5.56496, 2.41142], [9.39886, -4.88175, 4.69602], [4.57727, -4.05995, 3.66829], [5.09539, -5.59809, 2.96750], [5.33891, -4.04654, 2.02094], [7.40190, -6.25918, 3.31932], [7.38243, -5.27386, 1.96410], [9.09719, -3.70201, 3.11805], [9.85999, -6.62264, 2.61969], [11.06164, -5.27394, 2.55681], [9.76781, -5.57979, 1.35142], [8.57876, -4.64399, 5.23548], [9.33390, -5.85159, 4.97042], [-4.62196, 6.95925, -0.45891], [-5.82583, 6.43288, -0.89004], [-5.68511, 5.15990, -1.52524], [-6.95715, 4.88636, -2.33137], [-8.34915, 4.88698, -1.61169], [-6.83626, 3.62885, -3.06309], [-4.23337, 7.76211, -1.08542], [-3.80574, 6.24492, -0.35117], [-4.79648, 7.31920, 0.55503], [-4.81752, 5.08733, -2.18108], [-5.45332, 4.40659, -0.77232], [-7.05472, 5.68327, -3.06861], [-9.21511, 4.82378, -2.27064], [-8.47267, 5.80663, -1.03978], [-8.53744, 4.02820, -0.96737], [-7.57764, 3.51168, -3.73890], [-7.00131, 2.87569, -2.41070], [6.09356, 1.74663, 2.01982], [6.07817, 2.46381, 0.79187], [5.12344, 1.74744, 2.51678], [6.39858, 0.71433, 1.84828], [6.79047, 2.24583, 2.69303], [5.33586, 2.16195, 0.26323], [3.46640, 6.92020, -2.82112], [2.10973, 7.14008, -2.36027], [3.75491, 7.03635, -3.86581], [4.03286, 7.70535, -2.32034], [3.72950, 5.92959, -2.45021], [1.60481, 6.33721, -2.50873], [-2.32709, 1.48629, 7.53080], [-1.82571, 0.30118, 6.95324], [-3.39303, 1.36978, 7.72650], [-1.80946, 1.68305, 8.46965], [-2.20819, 2.26979, 6.78242], [-1.59402, -0.22565, 7.72159], [0.64501, -0.24622, -6.52548], [-0.43736, 0.00638, -7.34157], [0.60823, 0.39606, -5.64558], [0.55604, -1.28439, -6.20547], [1.61663, -0.18438, -7.01561], [-0.29430, 0.90582, -7.64512], [2.10423, -6.02868, -3.19350], [3.35063, -6.10602, -2.52741], [1.96085, -6.56498, -4.13155], [1.29881, -6.23433, -2.48845], [2.07356, -4.95662, -3.38804], [3.99078, -5.90518, -3.21405]],
  "atomic_forces_ev_per_a": [[0.355, -1.010, 0.028], [-0.437, 1.137, 0.071], [-0.071, 0.195, -1.454], [0.546, -0.742, 0.418], [0.926, 0.833, -0.526], [-2.048, -0.531, -0.063], [0.327, 0.493, -0.389], [-0.494, -0.105, 0.118], [-0.465, 0.415, -0.050], [-0.281, -0.501, 0.559], [0.006, -0.054, 0.161], [1.156, 0.326, 0.069], [0.281, -0.042, 0.179], [-0.225, 0.048, -0.176], [-0.016, -0.365, 0.531], [0.494, 0.520, 0.273], [-0.132, -0.597, 0.261], [0.311, 1.442, 0.878], [-1.231, 0.274, -0.111], [-0.130, -1.154, -1.113], [0.792, -0.493, -0.626], [-0.669, -0.832, 0.141], [0.638, 0.436, 0.313], [-0.520, -0.415, 0.399], [0.658, -0.469, 0.119], [-0.486, 0.197, -0.463], [0.113, 0.364, 0.095], [0.543, 0.290, 0.190], [0.000, -0.428, -0.539], [0.673, -0.183, 0.478], [-0.102, 0.218, 0.265], [-0.227, 0.498, -0.179], [-0.164, 0.357, -0.398], [-0.196, -0.104, 0.544], [-0.273, -0.560, 1.080], [-1.189, -0.320, 0.390], [-0.005, 0.874, -0.459], [0.644, 0.323, 1.523], [0.365, 0.465, -0.290], [-0.473, -0.403, -0.624], [-0.360, 0.513, -0.198], [-0.034, 0.143, -0.489], [0.316, -0.273, 0.189], [0.313, -0.501, -0.360], [0.092, -0.019, 0.110], [0.096, 0.317, -0.048], [0.308, -0.977, -0.080], [0.326, -0.367, 0.074], [0.030, 0.424, -0.923], [-0.851, -0.040, 0.100], [0.714, 0.413, 0.010], [1.921, -0.369, -0.763], [-1.292, 1.362, 0.429], [0.100, -1.898, 0.155], [-0.528, -0.331, 0.444], [-1.143, -0.880, 0.658], [-0.461, 1.220, 0.254], [-0.089, -0.376, -0.421], [0.286, 0.256, -0.720], [-0.322, 0.341, 0.567], [0.224, 0.696, 0.284], [0.302, -0.760, -0.137], [-0.153, -0.469, -0.494], [0.108, 0.019, -0.260], [0.382, 0.514, -0.031], [0.156, -0.250, 0.297], [0.504, 1.182, -0.102], [0.041, -0.195, -0.154], [0.987, -0.078, 0.636], [0.704, 0.059, 0.729], [0.253, 0.193, -1.267], [-1.109, 0.308, 0.150], [-0.847, -0.439, -0.040], [-0.294, -0.794, 0.735], [0.027, 0.121, -0.215], [-0.344, -0.054, -0.427], [-0.504, -0.237, -0.211], [0.069, -0.270, 0.726], [0.194, 0.288, -0.521], [-0.050, 0.039, -0.601], [0.476, -0.242, 0.554], [-0.171, -0.085, 0.084], [0.024, 0.785, -0.125], [-0.308, 1.307, 0.101], [0.889, -0.902, -0.325], [0.782, 0.448, 1.139], [-0.358, -0.992, -1.012], [-0.678, 0.135, 0.204], [-1.775, -0.432, -0.301], [0.542, 0.560, 0.640], [0.711, -0.394, -0.070], [-0.220, 0.162, -0.175], [-0.077, -0.453, -0.196], [0.146, 0.435, 0.015], [-0.041, 0.481, -0.431], [-0.444, -0.318, 0.342], [0.358, 0.133, -0.085], [0.375, 0.245, -0.697], [-0.044, -0.041, 0.227], [0.601, -0.071, 0.382], [-0.071, 0.344, -0.174], [0.218, -0.296, 0.193], [-0.078, 0.078, -0.167], [0.042, 0.145, 0.166], [-0.171, 0.011, -0.028], [0.129, -0.104, 0.183], [0.099, -0.098, -0.171], [-0.076, -0.048, -0.020], [-0.356, 0.165, 1.478], [0.491, 0.221, -1.040], [-0.958, -0.173, -0.407], [0.204, -0.298, 0.244], [0.638, 0.095, -0.177], [-0.032, -0.028, -0.081], [-0.429, 0.072, -0.358], [0.329, -0.441, 0.273], [-0.170, 0.166, 0.163], [0.006, 0.501, -0.088], [0.132, 0.219, 0.348], [0.132, -0.517, -0.342], [0.641, -1.052, 1.130], [-0.599, 0.622, -1.034], [0.322, 0.019, 0.209], [0.001, 0.004, 0.224], [0.093, 0.310, -0.178], [-0.469, 0.094, -0.328], [-0.248, 1.832, 0.532], [0.319, -1.225, -0.196], [0.356, -0.409, 0.151], [0.157, -0.318, -0.065], [-1.005, 0.165, -0.634], [0.498, -0.050, 0.213]],
  "mulliken_charge": [-0.72, -0.32, -0.59, 0.40, -1.42, -0.61, 0.28, 0.30, 0.29, 0.29, 0.30, 0.30, 0.33, 0.40, 0.34, 0.21, 0.24, -0.74, -0.31, -0.71, 0.40, -1.34, -0.74, 0.26, 0.30, 0.31, 0.36, 0.32, 0.34, 0.34, 0.33, 0.35, 0.27, 0.26, -0.78, -0.26, -0.75, 0.42, -1.41, -0.69, 0.27, 0.30, 0.30, 0.32, 0.44, 0.21, 0.40, 0.29, 0.39, 0.23, 0.32, -0.78, -0.30, -0.82, 0.53, -1.45, -0.62, 0.31, 0.25, 0.34, 0.35, 0.37, 0.24, 0.32, 0.42, 0.39, 0.22, 0.23, -0.68, -0.37, -0.73, 0.51, -1.38, -0.74, 0.26, 0.32, 0.26, 0.29, 0.39, 0.26, 0.33, 0.35, 0.37, 0.27, 0.28, -0.76, -0.32, -0.68, 0.53, -1.37, -0.67, 0.25, 0.34, 0.25, 0.39, 0.31, 0.19, 0.38, 0.32, 0.32, 0.29, 0.23, -0.50, -0.50, 0.23, 0.22, 0.24, 0.30, -0.43, -0.50, 0.23, 0.20, 0.19, 0.30, -0.47, -0.49, 0.22, 0.24, 0.19, 0.31, -0.45, -0.50, 0.16, 0.19, 0.31, 0.30, -0.49, -0.48, 0.24, 0.22, 0.19, 0.29]
}

=====

# 3
{
  "formula": "C5H14N2",
  "method": "wB97M-V/def2-TZVPD",
  "gap_ha": [0.22958, 0.20842],
  "relative_energy_kj_mol": 434.23,
  "charge": 1,
  "lumo_energy_ev": [-6.84, -7.30],
  "s2": 0.7591,
  "mol_weight_g_mol": 102.181,
  "homo_energy_ev": [-13.089, -12.976],
  "spin_multiplicity": 2,
  "symbols": ["C", "C", "N", "C", "C", "N", "C", "H", "H", "H", "H", "H", "H", "H", "H", "H", "H", "H", "H", "H", "H"],
  "xyz": [[-2.55350, 0.69253, 0.20379], [-1.85678, -0.45552, -0.47692], [-1.06119, -1.24243, 0.50005], [-0.18988, -0.51971, 1.37651], [0.79448, 0.45698, 0.67167], [1.49182, -0.33631, -0.41329], [2.17668, 0.59719, -0.98081], [-3.26554, 1.15566, -0.46538], [-1.92318, 1.51540, 0.51550], [-3.11790, 0.35397, 1.07096], [-1.21692, -0.11144, -1.29664], [-2.60702, -1.15565, -0.83073], [-0.76324, -0.08463, 2.18519], [0.42824, -1.28917, 1.84364], [5.93565, 3.08372, -3.29540], [0.19356, 1.27745, 0.29346], [1.48699, 0.92423, 1.37452], [-0.51136, -1.93396, 0.00693], [1.85974, 1.13877, -1.87640], [6.64578, 3.07797, -3.05951], [3.17226, 0.89186, -0.64299]],
  "atomic_forces_ev_per_a": [[-0.552, 0.255, 0.023], [0.308, -0.437, 0.988], [0.358, 0.588, -0.647], [0.397, -1.660, -0.064], [-1.419, 0.010, 1.532], [0.240, 1.490, -0.246], [0.423, -0.467, -0.418], [-0.244, -0.013, -0.286], [0.429, 0.082, 0.188], [0.044, -0.089, 0.064], [-0.215, 0.020, -0.216], [0.014, 0.078, -0.458], [0.099, 0.862, -0.036], [0.094, 0.116, 0.181], [0.231, 0.006, 0.065], [0.067, 0.159, -0.748], [0.417, -0.238, -0.085], [-0.219, -0.331, 0.009], [-0.421, -0.223, -0.154], [-0.237, -0.007, -0.064], [0.184, -0.199, 0.373]],
  "mulliken_spin": [0.00, 0.00, 0.03, 0.00, 0.00, 0.86, -0.05, 0.00, 0.00, 0.00, 0.00, 0.00, 0.00, 0.00, 0.00, 0.03, 0.03, 0.00, 0.05, 0.00, 0.05]
}

=====

# 4
{
  "formula": "C3H10N2O",
  "method": "wB97M-V/def2-TZVPD",
  "gap_ha": [0.11668, 0.34177],
  "relative_energy_kj_mol": 0.00,
  "charge": -1,
  "lumo_energy_ev": [4.11, 4.00],
  "s2": 0.7503,
  "mol_weight_g_mol": 90.126,
  "homo_energy_ev": [0.938, -5.305],
  "spin_multiplicity": 2,
  "symbols": ["C", "C", "N", "C", "N", "H", "H", "H", "H", "H", "H", "H", "H", "H", "H", "O"],
  "xyz": [[0.81589, 1.31497, -1.38388], [-0.42074, 0.49234, -1.06210], [-0.66170, -2.29453, -0.12222], [-0.38223, -1.19990, 0.61258], [-0.32380, 0.03903, 0.31598], [0.99321, 1.56549, -2.41986], [1.65849, 0.77956, -0.93489], [0.83836, 2.21805, -0.75780], [-0.45704, -0.33534, -1.79127], [-1.38195, 1.00047, -1.17612], [-0.93886, -2.23717, -1.09136], [-0.69068, -3.21145, 0.32427], [-0.21960, -1.41730, 1.66311], [0.65976, 0.77636, 3.27346], [0.17352, 1.02499, 1.84303], [0.33738, 1.48442, 2.70708]],
  "atomic_forces_ev_per_a": [[0.228, 0.487, 1.546], [-0.221, -0.762, -0.356], [0.045, 0.185, -0.204], [-0.358, -0.234, 0.356], [0.378, 0.311, -0.181], [-0.080, -0.051, -0.275], [0.116, -0.276, -0.612], [-0.308, 0.166, -0.390], [0.000, 0.006, 0.193], [0.185, 0.388, -0.116], [0.041, -0.071, -0.001], [0.039, 0.091, 0.069], [0.015, -0.243, 0.061], [-0.005, 0.062, 0.035], [-0.179, 0.166, 0.035], [0.104, -0.225, -0.160]],
  "mulliken_spin": [0.02, 0.73, 0.31, 3.29, -1.40, -0.03, 0.01, 0.02, -0.23, 0.04, -0.41, -1.35, 0.03, -0.01, -0.01, -0.02]
}